{
  "formula": "C44H36N4OP2PtTe",
  "method": "ωB97M-V/def2-TZVPD",
  "symbols": ["Pt", "C", "C", "N", "N", "C", "O", "C", "C", "C", "C", "C", "C", "C", "C", "C", "C", "C", "N", "H", "H", "H", "H", "H", "H", "H", "H", "H", "H", "H", "H", "Te", "C", "C", "C", "N", "C", "C", "C", "P", "C", "C", "C", "C", "C", "C", "C", "C", "C", "C", "C", "C", "P", "C", "C", "C", "C", "C", "C", "C", "C", "C", "C", "C", "C", "H", "H", "H", "H", "H", "H", "H", "H", "H", "H", "H", "H", "H", "H", "H", "H", "H", "H", "H", "H", "H", "H", "H", "H"],
  "xyz": [[-0.944, -0.408, -0.801], [-4.180, 1.412, -2.868], [-3.221, 0.896, -1.844], [-2.083, 0.278, -2.191], [-1.704, 0.064, -3.501], [-0.580, -0.589, -3.525], [0.081, -0.968, -2.462], [0.043, -0.925, -4.830], [-0.506, -0.466, -6.024], [0.101, -0.776, -7.229], [1.259, -1.543, -7.251], [1.809, -1.999, -6.063], [1.205, -1.691, -4.853], [-3.364, 0.987, -0.452], [-4.545, 1.613, 0.136], [-4.669, 1.811, 1.447], [-3.569, 1.438, 2.373], [-2.398, 0.633, 1.751], [-2.384, 0.460, 0.313], [-3.793, 1.199, -3.861], [-4.317, 2.490, -2.775], [-5.158, 0.937, -2.771], [-1.406, 0.132, -5.992], [-0.327, -0.415, -8.155], [1.733, -1.781, -8.195], [2.714, -2.593, -6.076], [1.629, -2.029, -3.917], [-5.334, 1.904, -0.544], [-5.565, 2.266, 1.853], [-3.965, 0.914, 3.246], [-2.293, -0.334, 2.218], [2.784, -0.924, -0.335], [3.237, 0.819, -1.440], [2.547, 1.181, -2.589], [2.976, 2.295, -3.292], [4.022, 3.041, -2.939], [4.681, 2.675, -1.846], [4.334, 1.581, -1.063], [0.910, -0.333, 0.749], [1.037, 1.480, 0.707], [2.121, 1.783, 2.177], [2.891, 2.942, 2.173], [3.725, 3.243, 3.240], [3.802, 2.380, 4.324], [3.044, 1.216, 4.335], [2.211, 0.923, 3.266], [-0.483, 2.269, 1.302], [-0.769, 3.441, 0.728], [-1.908, 4.265, 1.149], [-2.730, 3.868, 2.114], [-2.569, 2.558, 2.817], [-1.386, 1.674, 2.325], [-0.055, -1.836, 0.730], [0.998, -3.303, 0.611], [2.040, -3.496, 1.516], [2.790, -4.659, 1.462], [2.494, -5.632, 0.517], [1.449, -5.444, -0.376], [0.699, -4.280, -0.331], [-1.021, -2.216, 2.228], [-2.337, -2.639, 2.072], [-3.102, -2.965, 3.181], [-2.557, -2.860, 4.454], [-1.241, -2.448, 4.615], [-0.472, -2.140, 3.504], [1.694, 0.611, -2.922], [2.452, 2.604, -4.190], [5.532, 3.290, -1.572], [4.898, 1.348, -0.170], [2.842, 3.610, 1.320], [4.320, 4.147, 3.222], [4.457, 2.609, 5.155], [3.106, 0.538, 5.176], [1.628, 0.010, 3.263], [-0.134, 3.817, -0.066], [-2.057, 5.220, 0.663], [-3.558, 4.497, 2.420], [-2.582, 2.725, 3.896], [-0.807, 1.245, 3.147], [2.279, -2.730, 2.244], [3.608, -4.805, 2.155], [3.083, -6.539, 0.476], [1.222, -6.201, -1.115], [-0.103, -4.113, -1.039], [-2.768, -2.678, 1.077], [-4.127, -3.286, 3.053], [-3.157, -3.101, 5.321], [-0.814, -2.370, 5.606], [0.554, -1.819, 3.633]],
  "gap_ev": [5.709, 5.592],
  "e_tot_ha": -3062.47222,
  "total_charge": 0,
  "relative_energy_kcal_mol": 77.7,
  "homo_energy_ev": [-6.22, -6.13]
}